(1)
C39H47BBr4N8O2S4Sc | ωB97M-V with the def2-TZVPD basis set

For the orbital gap, the calculation gives 6.4 eV. The energy relative to the best compared isomer or geometry (same formula, charge and spin) comes out at 0.0 kcal/mol. The charge is +1.

```
106
Properties=species:S:1:pos:R:3:nbo_charge:R:1
Sc -0.422 -0.654 -0.108 1.460
C 2.662 0.056 -4.003 -0.642
C 2.915 0.894 -2.795 -0.002
C 4.159 1.333 -2.462 -0.123
C 4.369 2.113 -1.300 0.238
N 3.372 2.412 -0.511 -0.215
N 2.142 1.970 -0.838 -0.395
B 1.075 2.403 0.159 1.098
N -0.088 3.165 -0.430 -0.425
N 0.431 4.158 -1.183 -0.229
C -0.385 4.930 -1.840 0.231
C -1.790 4.731 -1.746 -0.142
C -2.309 3.746 -0.966 0.003
C -3.773 3.488 -0.859 -0.646
C -1.393 2.890 -0.269 0.126
S -1.906 1.598 0.694 -0.191
C 0.274 5.988 -2.715 -0.099
C 1.254 6.801 -1.863 -0.593
C -0.757 6.932 -3.332 -0.610
C 1.037 5.261 -3.829 -0.595
N 1.031 1.704 1.522 -0.321
N 1.567 2.936 1.530 -0.248
C 1.867 3.603 2.604 0.310
C 1.757 2.852 3.810 -0.172
C 1.249 1.587 3.838 0.060
C 1.140 0.819 5.109 -0.652
C 0.757 0.976 2.615 0.097
S -0.085 -0.468 2.606 -0.092
C 2.175 5.081 2.495 -0.089
C 2.736 5.621 3.809 -0.612
C 3.162 5.340 1.359 -0.599
C 0.839 5.774 2.178 -0.600
C 1.840 1.238 -1.921 0.160
S 0.232 0.753 -2.271 -0.229
C 5.727 2.702 -0.934 -0.099
C 5.977 2.571 0.569 -0.594
C 5.706 4.184 -1.330 -0.594
C 6.858 2.000 -1.685 -0.611
H 3.590 -0.118 -4.543 0.226
H 1.942 0.535 -4.665 0.246
H 2.228 -0.902 -3.712 0.253
H 4.997 1.077 -3.092 0.231
H -2.455 5.365 -2.313 0.231
H -4.333 4.196 -1.465 0.224
H -4.100 3.562 0.179 0.245
H -3.996 2.469 -1.181 0.261
H 0.736 7.330 -1.061 0.209
H 1.753 7.543 -2.488 0.220
H 2.014 6.159 -1.419 0.217
H -1.352 7.439 -2.571 0.213
H -1.433 6.416 -4.014 0.214
H -0.239 7.698 -3.908 0.228
H 1.814 4.622 -3.407 0.215
H 1.508 5.990 -4.490 0.219
H 0.370 4.639 -4.427 0.217
H 2.067 3.313 4.735 0.239
H 1.529 1.395 5.944 0.228
H 1.690 -0.119 5.025 0.258
H 0.099 0.553 5.298 0.257
H 3.649 5.103 4.102 0.219
H 2.016 5.552 4.625 0.215
H 2.981 6.675 3.682 0.233
H 4.151 4.948 1.593 0.218
H 3.251 6.416 1.205 0.223
H 2.824 4.886 0.427 0.225
H 0.077 5.541 2.923 0.219
H 0.471 5.477 1.195 0.217
H 0.989 6.854 2.172 0.228
H 5.174 3.021 1.149 0.213
H 6.912 3.070 0.823 0.218
H 6.068 1.529 0.870 0.216
H 4.919 4.719 -0.802 0.212
H 5.541 4.305 -2.402 0.213
H 6.661 4.649 -1.084 0.221
H 6.866 0.926 -1.495 0.222
H 7.812 2.403 -1.347 0.228
H 6.805 2.163 -2.762 0.209
Br 3.380 -6.423 -0.182 0.117
C 2.832 -4.630 -0.051 -0.155
C 3.759 -3.621 0.179 -0.160
Br 5.587 -4.012 0.380 0.114
C 3.328 -2.295 0.244 -0.179
Br 4.499 -0.858 0.590 0.069
C 1.991 -1.969 0.082 0.310
O 1.533 -0.723 0.080 -0.851
C 1.043 -2.996 -0.084 0.221
O -0.245 -2.602 -0.164 -0.860
C 1.474 -4.305 -0.179 -0.148
Br 0.178 -5.623 -0.525 0.083
C -3.093 -5.347 1.072 -0.659
C -3.804 -4.212 0.421 0.321
C -5.164 -4.068 0.423 -0.339
C -5.715 -2.953 -0.232 0.340
N -4.968 -2.036 -0.818 -0.477
C -3.639 -2.174 -0.808 0.311
S -2.673 -0.971 -1.518 -0.206
N -3.070 -3.265 -0.210 -0.536
C -7.192 -2.730 -0.259 -0.657
H -3.814 -6.012 1.539 0.238
H -2.397 -4.984 1.830 0.249
H -2.522 -5.904 0.336 0.251
H -5.788 -4.806 0.902 0.237
H -2.045 -3.337 -0.253 0.478
H -7.743 -3.648 -0.072 0.225
H -7.482 -2.304 -1.216 0.250
H -7.452 -2.008 0.517 0.248
```

---

(2)
C39H48AlAsBF6N11P | ωB97M-V with the def2-TZVPD basis set

For the orbital gap, the calculation gives 7.6 eV. The energy relative to the best compared isomer or geometry (same formula, charge and spin) comes out at 0.0 kcal/mol. The charge is +3.

```
108
Properties=species:S:1:pos:R:3:mulliken_charge:R:1
Al -1.581 -1.758 0.001 -1.181
C -2.084 0.677 -2.594 -0.973
C -3.053 0.436 -1.490 0.580
C -4.361 0.873 -1.349 -2.114
C -4.803 0.334 -0.152 -0.088
N -3.814 -0.363 0.413 1.160
N -2.719 -0.314 -0.424 1.007
B -3.964 -1.456 1.560 0.296
N -2.655 -1.376 2.421 0.521
C -2.543 -1.450 3.745 0.213
C -1.204 -1.581 4.075 -1.951
C -0.522 -1.594 2.869 0.824
C 0.946 -1.694 2.647 -0.518
N -1.411 -1.487 1.858 0.412
N -3.964 -2.832 0.847 0.390
C -4.860 -3.819 0.738 0.084
C -4.475 -4.660 -0.290 -1.613
C -3.305 -4.126 -0.807 0.881
C -2.546 -4.553 -2.014 -1.121
N -2.978 -3.026 -0.098 0.033
N -5.144 -1.150 2.400 0.791
C -5.431 0.030 3.028 -0.355
C -6.480 -0.195 3.870 -1.204
C -6.788 -1.572 3.717 0.646
C -7.866 -2.353 4.393 -1.265
N -5.976 -2.136 2.845 -1.092
H -2.422 1.500 -3.220 0.468
H -1.985 -0.204 -3.232 0.330
H -1.108 0.945 -2.184 -0.051
H -4.916 1.497 -2.027 0.591
H -5.764 0.401 0.332 0.674
H -3.422 -1.409 4.369 0.514
H -0.783 -1.658 5.062 0.593
H 1.353 -2.550 3.183 0.541
H 1.443 -0.810 3.048 0.121
H 1.188 -1.815 1.593 -0.369
H -5.713 -3.831 1.396 0.635
H -4.992 -5.538 -0.636 0.545
H -3.040 -5.406 -2.472 0.427
H -1.525 -4.840 -1.780 0.095
H -2.522 -3.749 -2.752 0.278
H -4.868 0.928 2.830 0.545
H -6.974 0.519 4.507 0.453
H -8.332 -1.764 5.180 0.382
H -7.465 -3.264 4.833 0.330
H -8.640 -2.637 3.680 0.286
C -1.977 3.788 -0.656 -0.739
C -1.625 2.770 0.225 -0.662
C -0.346 2.248 0.201 -0.654
C 0.589 2.738 -0.718 1.077
C 0.240 3.770 -1.588 -0.542
C -1.050 4.284 -1.560 -1.092
P 2.273 2.194 -0.513 1.444
C 3.353 2.763 -1.807 0.732
C 4.655 3.179 -1.508 -0.641
C 5.498 3.586 -2.529 -0.949
C 5.058 3.568 -3.847 -0.744
C 3.772 3.138 -4.152 -1.395
C 2.918 2.739 -3.138 -0.536
C 2.818 2.738 1.095 1.288
C 2.632 1.943 2.226 0.631
C 2.923 2.444 3.484 -0.753
C 3.384 3.747 3.619 -0.706
C 3.534 4.556 2.500 -0.869
C 3.243 4.062 1.239 -0.801
H -2.975 4.206 -0.625 0.509
H -2.346 2.394 0.939 0.534
H -0.079 1.470 0.910 0.410
H 0.965 4.199 -2.266 0.591
H -1.320 5.089 -2.230 0.505
H 5.014 3.188 -0.487 0.493
H 6.498 3.925 -2.295 0.514
H 5.717 3.898 -4.639 0.475
H 3.430 3.134 -5.178 0.540
H 1.908 2.437 -3.381 0.826
H 2.246 0.934 2.146 -0.873
H 2.787 1.823 4.359 0.501
H 3.616 4.137 4.601 0.468
H 3.873 5.577 2.609 0.490
H 3.338 4.714 0.380 0.542
F -0.174 -2.268 -0.749 -0.283
As 1.752 -4.066 -0.632 1.612
F 2.537 -2.583 -0.214 -0.434
F 3.092 -5.044 -0.595 -0.308
F 1.162 -4.098 0.956 -0.359
F 0.539 -5.160 -1.058 -0.458
F 1.741 -3.494 -2.234 -0.372
C 4.800 -0.200 0.491 -0.923
N 4.501 -0.191 -0.946 0.676
C 5.684 -0.114 -1.817 -1.385
C 3.249 -0.140 -1.388 -1.020
N 2.245 0.470 -0.562 1.523
N 2.863 -0.627 -2.546 0.563
C 1.547 -0.361 -3.133 -1.071
C 3.692 -1.553 -3.333 -1.240
H 5.744 -0.723 0.625 0.509
H 4.048 -0.760 1.045 0.133
H 4.897 0.809 0.893 0.337
H 6.384 0.571 -1.340 0.460
H 5.412 0.305 -2.781 0.413
H 6.171 -1.079 -1.941 0.395
H 2.304 0.075 0.374 -0.375
H 0.899 0.111 -2.405 -0.002
H 1.115 -1.313 -3.434 0.650
H 1.661 0.271 -4.013 0.348
H 4.356 -2.104 -2.676 0.420
H 4.261 -1.029 -4.099 0.323
H 3.023 -2.255 -3.817 0.507
```

---

(3)
C39H48BN6PPdS3 | ωB97M-V with the def2-TZVPD basis set

For the orbital gap, the calculation gives 4.2 eV. The energy relative to the best compared isomer or geometry (same formula, charge and spin) comes out at 0.0 kcal/mol. The charge is -2.

```
99
Properties=species:S:1:pos:R:3:mulliken_charge:R:1
Pd -0.382 -0.160 1.216 -0.483
C 2.475 2.050 -3.305 -1.500
C 2.035 3.390 -2.711 1.663
C 0.563 3.645 -3.042 -1.402
C 2.835 4.543 -3.330 -2.082
N 2.322 3.341 -1.259 0.585
C 3.563 3.715 -0.750 -0.042
C 3.569 3.387 0.551 -1.384
N 2.368 2.798 0.861 0.042
B 2.185 2.127 2.264 0.601
N 2.874 0.729 2.336 0.432
C 3.108 0.227 3.596 -1.204
C 3.614 -1.005 3.479 -0.266
N 3.704 -1.284 2.115 0.273
C 3.276 -0.179 1.408 0.050
S 3.405 0.070 -0.265 -0.314
C 3.870 -2.698 1.700 1.749
C 2.636 -3.455 2.212 -1.489
C 3.980 -2.922 0.196 -2.237
C 5.152 -3.235 2.347 -1.834
N 0.734 2.117 2.722 0.234
C 0.141 3.348 2.888 -1.336
C -1.166 3.197 3.131 -0.368
N -1.458 1.831 3.107 1.243
C -0.253 1.098 2.855 -0.647
S 0.100 -0.462 3.616 -0.461
C -2.739 1.353 3.636 1.426
C -2.796 1.630 5.146 -1.986
C -3.859 2.110 2.906 -1.674
C -2.994 -0.138 3.406 -1.344
C 1.603 2.731 -0.257 -1.107
S 0.079 2.015 -0.402 0.316
H 2.278 2.028 -4.381 0.489
H 1.923 1.243 -2.821 0.151
H 3.540 1.881 -3.131 0.347
H 0.495 3.818 -4.120 0.597
H 0.181 4.524 -2.518 0.334
H -0.072 2.809 -2.771 -0.118
H 2.523 4.661 -4.368 0.452
H 3.911 4.362 -3.331 0.477
H 2.638 5.476 -2.799 0.435
H 4.334 4.157 -1.349 0.395
H 4.340 3.495 1.293 0.516
H 2.824 2.850 3.031 -0.310
H 2.832 0.784 4.473 0.492
H 3.845 -1.729 4.236 0.410
H 1.727 -2.929 1.912 0.189
H 2.632 -3.529 3.301 0.350
H 2.616 -4.465 1.796 0.466
H 3.103 -2.568 -0.336 0.387
H 4.082 -4.002 0.050 0.571
H 4.843 -2.413 -0.229 0.383
H 5.107 -3.220 3.436 0.380
H 6.009 -2.639 2.026 0.416
H 5.308 -4.269 2.031 0.461
H 0.706 4.258 2.771 0.508
H -1.912 3.954 3.289 0.429
H -2.717 2.699 5.358 0.342
H -1.962 1.117 5.629 0.331
H -3.734 1.257 5.568 0.467
H -3.782 3.191 3.016 0.358
H -4.828 1.797 3.302 0.490
H -3.820 1.866 1.841 0.254
H -2.475 -0.755 4.132 0.431
H -2.649 -0.444 2.418 0.138
H -4.073 -0.309 3.479 0.550
C -7.105 -1.698 -0.170 -0.464
C -6.110 -2.116 0.708 -0.744
C -4.832 -1.592 0.613 -0.559
C -4.502 -0.647 -0.365 0.190
C -5.508 -0.241 -1.239 -0.114
C -6.797 -0.758 -1.142 -0.632
P -2.733 -0.049 -0.334 1.635
C -2.816 1.090 -1.786 0.175
C -3.377 2.351 -1.585 -0.270
C -3.459 3.274 -2.617 -0.766
C -2.957 2.958 -3.873 -0.443
C -2.368 1.719 -4.079 -0.741
C -2.294 0.794 -3.043 -0.765
C -1.895 -1.533 -0.958 0.723
C -2.409 -2.382 -1.941 -0.342
C -1.672 -3.486 -2.341 -0.763
C -0.434 -3.712 -1.734 -0.637
C 0.045 -2.856 -0.752 0.428
C -0.659 -1.720 -0.299 -0.627
H -8.108 -2.101 -0.096 0.343
H -6.334 -2.852 1.472 0.389
H -4.061 -1.926 1.298 0.389
H -5.287 0.487 -2.010 0.296
H -7.561 -0.426 -1.836 0.384
H -3.733 2.618 -0.595 0.292
H -3.891 4.251 -2.434 0.379
H -3.001 3.683 -4.678 0.330
H -1.944 1.474 -5.046 0.319
H -1.807 -0.159 -3.201 0.337
H -3.380 -2.186 -2.391 0.411
H -2.049 -4.158 -3.104 0.342
H 0.157 -4.574 -2.033 0.348
H 1.011 -3.089 -0.311 0.138
```

---

(4)
C39H48NiP2Si | ωB97M-V with the def2-TZVPD basis set

For the orbital gap (alpha / beta), the calculation gives 5.0 / 4.7 eV. Its multiplicity is 3.

```
91
Properties=species:S:1:pos:R:3:mulliken_spin:R:1
Ni -2.086 2.940 -1.469 0.866
C -1.739 4.995 -2.696 0.056
C -0.908 5.332 -1.678 0.010
C -1.378 6.236 -0.522 0.018
C -2.810 5.974 0.027 0.005
C -3.146 4.560 -0.024 0.074
C -3.723 3.912 -1.058 -0.067
C -4.234 4.715 -2.266 0.001
C -3.095 5.549 -2.918 -0.007
C -1.001 -0.640 0.870 0.019
H -1.347 4.531 -3.560 0.015
H 0.191 5.310 -1.751 -0.073
H -1.198 7.316 -0.709 0.003
H -0.645 6.070 0.334 -0.002
H -2.849 6.377 1.038 -0.002
H -3.494 6.560 -0.603 0.002
H -3.103 4.176 0.992 0.004
H -4.215 2.906 -0.931 -0.002
H -5.055 5.384 -2.049 0.003
H -4.585 4.003 -3.016 -0.004
H -3.313 5.581 -3.987 0.000
H -3.196 6.558 -2.578 0.000
H -0.559 -0.248 -0.046 -0.009
H -1.174 -1.663 0.733 0.000
H -0.224 -0.364 1.579 0.002
P 0.578 3.282 -0.875 0.036
P -2.399 0.483 1.256 0.042
C -0.546 2.952 0.518 0.404
C -1.655 2.099 0.720 0.211
C 2.202 3.661 -0.137 0.125
C 2.484 4.965 0.359 0.005
C 3.753 5.303 0.872 0.005
C 4.760 4.332 0.968 -0.002
C 4.489 3.020 0.501 0.006
C 3.246 2.724 -0.069 -0.019
C 0.673 3.063 -2.712 -0.009
C -0.413 2.390 -3.382 0.047
C -0.418 2.241 -4.745 -0.005
C 0.485 2.893 -5.620 0.036
C 1.533 3.631 -5.010 -0.019
C 1.613 3.748 -3.593 0.040
C -2.831 0.402 3.022 0.014
C -1.818 0.744 3.926 0.002
C -2.025 0.642 5.296 -0.008
C -3.291 0.263 5.784 0.012
C -4.349 -0.003 4.891 -0.005
C -4.134 0.081 3.497 0.015
C -3.826 0.048 0.246 0.035
C -3.914 -0.986 -0.717 0.006
C -4.930 -0.991 -1.675 -0.002
C -5.857 0.031 -1.734 0.000
C -5.762 1.093 -0.786 -0.004
C -4.845 1.009 0.242 0.000
H -0.598 3.786 1.159 0.041
H -2.422 2.673 1.148 -0.017
H 1.694 5.716 0.362 -0.004
H 3.968 6.336 1.199 0.000
H 5.752 4.601 1.319 0.000
H 5.284 2.291 0.578 0.000
H 3.049 1.711 -0.446 0.004
H -1.316 1.815 -3.007 0.006
H -1.236 1.665 -5.167 0.001
H 0.304 2.905 -6.675 0.004
H 2.257 4.137 -5.644 -0.001
H 2.456 4.327 -3.188 0.006
H -0.874 1.067 3.495 0.007
H -1.205 0.820 5.994 0.000
H -3.435 0.162 6.850 0.001
H -5.331 -0.310 5.274 0.000
H -4.921 -0.117 2.788 0.003
H -3.163 -1.787 -0.703 0.000
H -5.031 -1.842 -2.400 0.000
H -6.731 -0.019 -2.396 0.000
H -6.444 1.917 -0.849 0.000
H -4.906 1.780 0.979 -0.003
C 3.368 -1.358 -1.731 0.002
Si 1.774 -1.126 -0.777 0.002
C 1.026 -2.874 -0.755 0.001
C 2.428 -0.807 0.993 0.002
C 0.724 0.085 -1.668 0.078
H 4.033 -2.079 -1.236 0.000
H 3.935 -0.425 -1.822 0.000
H 3.176 -1.735 -2.738 0.000
H 1.734 -3.580 -0.299 0.000
H 0.088 -2.951 -0.183 0.000
H 0.840 -3.230 -1.783 0.000
H 2.898 0.193 1.071 0.001
H 1.655 -0.905 1.778 0.001
H 3.199 -1.564 1.190 0.000
H -0.010 -0.239 -2.464 0.001
H 1.149 1.018 -2.106 -0.021
```

---

(5)
C39H48P2SiV | ωB97M-V with the def2-TZVPD basis set

For the orbital gap (alpha / beta), the calculation gives 4.0 / 5.1 eV. The energy relative to the best compared isomer or geometry (same formula, charge and spin) comes out at 125.3 kcal/mol. Its multiplicity is 4.

```
91
Properties=species:S:1:pos:R:3:mulliken_spin:R:1
V -1.368 0.611 -2.251 1.897
C -2.392 0.659 -3.875 0.175
C -1.962 -0.727 -3.514 0.122
C -0.717 -1.338 -4.090 0.099
C 0.573 -0.507 -3.873 0.092
C 0.515 0.453 -2.709 0.031
C 0.000 1.846 -2.811 0.255
C -0.500 2.410 -4.101 0.155
C -1.610 1.573 -4.770 0.105
C 2.005 -0.848 2.433 0.004
H -3.475 0.808 -3.882 -0.007
H -2.765 -1.450 -3.335 -0.007
H -0.846 -1.525 -5.172 0.008
H -0.548 -2.351 -3.681 -0.043
H 1.406 -1.219 -3.682 -0.004
H 0.870 0.017 -4.805 0.003
H 1.334 0.282 -2.001 -0.111
H 0.531 2.553 -2.181 -0.051
H 0.333 2.564 -4.806 -0.015
H -0.878 3.431 -3.932 -0.022
H -2.333 2.290 -5.186 -0.003
H -1.197 1.054 -5.646 0.014
H 1.043 -0.327 2.316 0.000
H 2.596 -0.376 3.228 -0.001
H 1.795 -1.889 2.711 0.002
P -0.881 -1.118 0.725 0.180
P 2.846 -0.803 0.864 -0.006
C 0.430 -1.872 -0.165 0.004
C 1.799 -1.659 -0.267 -0.008
C -2.205 -2.276 0.545 -0.050
C -2.364 -2.992 -0.677 0.007
C -3.198 -4.092 -0.725 0.006
C -3.851 -4.529 0.437 0.000
C -3.682 -3.840 1.653 0.002
C -2.867 -2.718 1.717 -0.015
C -2.845 1.494 -0.976 -0.057
C -2.726 2.874 -0.878 0.057
C -3.766 3.609 -0.292 -0.004
C -4.854 2.923 0.269 0.020
C -4.952 1.529 0.207 -0.016
C -3.948 0.805 -0.465 0.120
C 4.456 -1.602 1.010 0.000
C 4.494 -2.990 1.214 -0.001
C 5.718 -3.648 1.353 0.000
C 6.912 -2.920 1.278 0.000
C 6.877 -1.544 1.050 0.000
C 5.657 -0.877 0.930 0.000
C 3.039 0.895 0.274 0.003
C 2.624 2.007 1.030 0.006
C 2.775 3.295 0.513 0.001
C 3.350 3.493 -0.748 -0.001
C 3.709 2.386 -1.532 0.004
C 3.522 1.097 -1.032 -0.004
H 0.091 -2.711 -0.802 0.038
H 2.343 -2.232 -1.031 -0.005
H -1.783 -2.697 -1.559 0.047
H -3.321 -4.632 -1.670 0.001
H -4.496 -5.407 0.396 0.000
H -4.174 -4.198 2.557 0.000
H -2.676 -2.189 2.652 -0.004
H -1.838 3.399 -1.251 -0.015
H -3.733 4.707 -0.274 -0.001
H -5.651 3.499 0.743 0.002
H -5.804 1.016 0.671 -0.001
H -4.008 -0.275 -0.586 0.012
H 3.558 -3.548 1.271 0.001
H 5.736 -4.720 1.528 0.000
H 7.866 -3.429 1.406 0.000
H 7.806 -0.977 0.976 0.000
H 5.619 0.202 0.780 0.000
H 2.209 1.872 2.032 0.000
H 2.460 4.160 1.107 0.000
H 3.531 4.502 -1.119 0.000
H 4.141 2.527 -2.525 0.001
H 3.762 0.237 -1.665 0.000
C -2.764 1.836 3.750 0.001
Si -1.218 0.808 3.482 0.001
C 0.126 1.970 4.168 0.000
C -1.158 -0.750 4.524 -0.001
C -1.130 0.460 1.601 -0.027
H -3.253 1.517 4.680 0.000
H -3.482 1.760 2.926 -0.001
H -2.480 2.892 3.854 0.000
H 0.018 1.988 5.266 0.000
H 1.159 1.679 3.932 0.000
H -0.052 2.994 3.797 0.000
H -2.168 -0.936 4.916 0.000
H -0.819 -1.645 3.980 0.000
H -0.495 -0.595 5.393 0.000
H -0.320 1.099 1.194 0.015
H -2.082 0.897 1.200 -0.010
```

---

no.,DFT total energy (eV)
1,-402111.784
2,-151306.877
3,-96117.121
4,-108708.427
5,-93355.655